[1]
C10H9FN2 in the gas phase at a distorted geometry, computed with ωB97M-V with the def2-TZVPD basis set.

## Properties
HOMO, hartree: -0.339
Energy above the lowest of the compared OMol25 structures with the same formula, charge and spin, eV: 0.161
LUMO, hartree: -0.010
Max |F|, hartree/bohr: 0.0365
Orbital gap, Eh: 0.329
Total energy, hartree: -595.83257

```
! wB97M-V def2-TZVPD RIJCOSX def2/J DEFGRID3
* xyz 0 1
F 4.397 -1.383 -0.802
N -0.155 1.700 -0.640
N 0.164 -0.949 0.551
C -2.220 -1.189 0.556
C 2.579 -0.677 0.591
C 0.996 1.136 -0.344
C -3.483 -0.717 0.341
C 3.680 -0.234 -0.404
C -3.629 0.609 -0.204
C -2.532 1.361 -0.519
C 1.175 -0.159 0.259
C -1.059 -0.404 0.266
C -1.196 0.882 -0.292
H 2.529 -1.779 0.553
H 4.426 0.386 0.123
H -4.622 1.035 -0.373
H -4.359 -1.321 0.587
H 2.873 -0.417 1.623
H -2.704 2.350 -0.957
H 3.307 0.242 -1.320
H -2.071 -2.192 0.971
H 1.902 1.718 -0.565
*
```


[2]
16 unconnected molecules or ions with the total composition C24H78FO19S, computed with ωB97M-V with the def2-TZVPD basis set.

## Properties
HOMO, hartree: -0.158
LUMO, hartree: 0.065
Max |F|, hartree/bohr: 0.0105
Orbital gap, Eh: 0.223
Total energy, hartree: -2888.57322

```
! wB97M-V def2-TZVPD RIJCOSX def2/J DEFGRID3
* xyz -1 1
S -2.189 -2.628 -1.014
F -1.341 -1.993 0.195
O -2.381 -1.435 -1.844
O 0.082 -3.209 -1.860
O 2.671 5.930 1.407
O 7.940 -6.675 0.921
O 4.029 -4.550 -6.615
O -8.222 7.398 7.895
O -0.206 0.430 -3.548
O -2.433 -6.658 -3.812
O 2.724 -0.560 -0.185
O -4.301 -0.784 -3.810
O 0.474 5.810 -0.415
O -0.391 2.941 5.995
O 6.157 -6.313 -1.489
O -3.407 -3.127 -0.416
O -2.066 1.679 -0.109
O -4.388 6.570 5.357
O -2.550 4.632 2.687
O -0.199 8.541 0.451
O -4.416 -3.578 2.396
C -1.176 -3.848 -1.559
C 9.088 -5.929 1.281
C 1.211 -4.008 -1.540
C 3.649 -3.333 -2.244
C -5.783 -3.275 2.227
C 4.756 -3.775 -3.213
C 1.778 -3.377 -3.953
C 1.303 -0.644 -0.054
C -1.795 -6.012 -2.705
C 5.253 -4.132 -7.189
C 2.538 6.888 2.430
C -2.617 0.884 0.931
C -0.317 9.403 1.574
C -5.682 -0.564 -3.656
C -1.365 1.074 -4.043
C -7.043 7.798 8.576
C -5.766 6.766 5.074
C 0.150 1.777 5.387
C 2.305 -3.993 -2.647
C 4.114 -3.656 -0.819
C 0.044 4.529 0.038
C -3.073 3.779 3.699
C -1.765 -4.492 -2.817
C 7.248 -6.390 -2.388
H -6.150 6.024 4.368
H -3.213 4.400 4.580
H -6.204 -1.439 -3.252
H 9.220 -5.868 2.365
H 9.946 -6.450 0.860
H 3.209 6.598 3.240
H -6.298 6.647 6.015
H 0.967 -1.510 -0.612
H -0.397 1.488 4.485
H 0.059 0.973 6.114
H -1.359 9.552 1.868
H 1.206 1.899 5.132
H 4.610 -3.386 -4.223
H -6.219 7.248 8.126
H 3.681 -5.289 -7.119
H 1.087 -4.052 -4.469
H 0.123 4.445 1.126
H -0.768 -6.386 -2.587
H -1.840 -6.608 -4.566
H 7.272 -5.449 -2.935
H 3.450 -3.241 -0.061
H -5.965 7.767 4.683
H 5.131 -3.784 -8.220
H -4.035 3.345 3.416
H -0.651 8.939 -0.298
H -6.094 -0.353 -4.643
H 3.536 -2.244 -2.321
H 4.188 -4.740 -0.670
H 0.876 -5.033 -1.354
H -7.073 7.553 9.641
H -3.914 -0.976 -2.942
H 4.795 -4.869 -3.249
H 1.013 -0.769 0.994
H -0.485 -0.267 -2.938
H -3.588 0.486 0.623
H -3.967 -3.327 1.575
H -2.381 2.971 3.952
H 1.241 -2.448 -3.761
H 5.109 -3.229 -0.651
H 6.130 -7.139 -0.997
H -2.398 4.105 1.894
H -5.904 0.293 -3.009
H -0.097 6.483 -0.022
H 2.601 -3.174 -4.640
H -1.129 -4.192 -3.661
H -2.780 -4.150 -3.070
H -2.356 -6.310 -1.817
H 0.210 8.922 2.394
H -1.929 1.582 -3.253
H 2.079 6.178 0.678
H -3.896 6.654 4.534
H 1.626 -3.643 -0.592
H -1.961 0.050 1.182
H 5.611 -3.299 -6.586
H -5.957 -2.206 2.061
H -1.980 1.089 -0.869
H -1.022 1.829 -4.751
H -6.847 8.868 8.461
H 5.725 -3.407 -2.856
H 0.702 3.792 -0.414
H 7.158 -6.220 1.248
H 7.133 -7.205 -3.111
H 9.063 -4.915 0.871
H -0.327 3.665 5.365
H 0.811 0.248 -0.452
H 6.012 -4.921 -7.170
H -2.038 0.382 -4.555
H -8.971 7.864 8.274
H 1.519 6.925 2.834
H -6.229 -3.826 1.392
H 2.816 7.897 2.103
H 8.197 -6.519 -1.859
H -6.297 -3.565 3.145
H 3.027 0.208 0.306
H -2.767 1.509 1.812
H -0.982 4.310 -0.267
H 2.542 -5.047 -2.855
H 0.144 10.376 1.386
*
```


[3]
2 unconnected molecules or ions with the total composition C8H14N2O8P3S at a distorted geometry, computed with ωB97M-V with the def2-TZVPD basis set.

## Properties
HOMO, hartree: -0.150
LUMO, hartree: 0.073
Max |F|, hartree/bohr: 0.1395
Orbital gap, Eh: 0.222
Total energy, hartree: -2446.62918

```
! wB97M-V def2-TZVPD RIJCOSX def2/J DEFGRID3
* xyz -1 1
S -5.376 1.093 1.474
P -4.908 1.250 -0.407
P -2.993 -2.201 0.932
P -2.250 0.567 0.519
O -2.582 -0.685 1.680
O -2.203 2.029 1.189
O -0.644 0.269 -0.110
O -3.337 0.638 -0.837
O 0.863 1.883 -2.696
O -2.525 -2.288 -0.742
O 2.079 2.847 -1.205
O 2.995 2.008 -2.962
N 1.979 2.246 -2.288
N -4.810 -2.252 1.003
C 3.499 1.718 1.656
C 4.603 -0.403 0.074
C 1.584 -1.502 -0.638
C 3.311 0.395 0.696
C 0.403 0.600 0.870
C 4.396 -1.710 -0.907
C 2.895 -2.282 -1.253
C 1.793 -0.158 0.331
H -4.998 -2.383 2.040
H 5.363 -2.209 -1.341
H 5.695 -0.032 0.315
H 2.582 1.796 2.380
H -3.373 -2.476 -1.280
H 2.696 -3.222 -1.943
H 0.523 -1.929 -0.923
H 0.623 1.770 0.802
H 4.540 1.657 2.213
H -5.921 0.485 -1.146
H 3.485 2.659 0.959
H -5.117 -3.100 0.466
H -5.014 2.611 -0.904
H 0.146 0.315 1.981
*
```


Question: Which of these has the highest orbital gap?
Answer: C10H9FN2